Below is C15H15BrNOV as an isolated structure in a non-equilibrium geometry, with properties calculated with ωB97M-V/def2-TZVPD.

As for the HOMO-LUMO gap (spin up / spin down): 4.622 / 6.156 eV. As for the expectation value of S²: 3.77. Its spin multiplicity is 4. As for the total energy: -4228.5494 Ha. The value obtained for the energy relative to the best compared isomer or geometry (same formula, charge and spin) is 0.000 eV. Its total charge is -1.

Each line ends with the natural charge from an NBO analysis.
Positions of all 34 atoms, in Å:
1 C 2.498 -1.343 -0.488  -0.3862
2 C 1.957 -0.524 0.552  -0.2710
3 C 0.537 -0.686 0.556  -0.3068
4 H 2.531 0.058 1.267  0.2183
5 C 0.182 -1.626 -0.458  -0.3643
6 C 1.401 -2.085 -1.073  -0.3401
7 H 1.484 -2.950 -1.721  0.2064
8 H 3.554 -1.499 -0.687  0.2116
9 H -0.146 -0.225 1.263  0.2037
10 H -0.811 -2.040 -0.639  0.2142
11 V 1.243 0.060 -1.901  0.7552
12 Br 1.390 2.242 -0.721  -0.5942
13 C 0.779 0.833 -3.849  -0.3608
14 C 0.821 -0.601 -3.868  -0.3597
15 C 2.148 -1.005 -3.465  -0.3246
16 H 0.043 -1.257 -4.243  0.2228
17 C 2.908 0.174 -3.155  -0.3808
18 C 2.081 1.307 -3.456  -0.2761
19 H 2.403 2.343 -3.415  0.2408
20 H -0.062 1.457 -4.141  0.2322
21 H 2.529 -2.021 -3.466  0.2180
22 H 3.935 0.216 -2.798  0.2294
23 O -1.853 1.041 -0.684  -0.4938
24 N -2.370 1.188 0.512  0.0935
25 C -3.333 0.311 0.943  -0.0271
26 C -3.762 0.328 2.254  -0.2308
27 C -3.237 1.262 3.150  -0.2402
28 C -2.302 2.193 2.682  -0.2231
29 C -1.927 2.185 1.350  -0.0164
30 H -3.694 -0.396 0.201  0.2294
31 H -4.508 -0.405 2.548  0.2182
32 H -3.540 1.271 4.196  0.2115
33 H -1.845 2.934 3.333  0.2245
34 H -1.232 2.908 0.926  0.2660